Entry 1:
Molecular formula: C9H14
Method: DFT, the ωB97M-V functional and the def2-TZVPD basis

As for the energy: -351.2650 Ha. The largest force on an atom comes out at 6.5 eV/A. As for the charge: 0. The energy above the lowest of the compared OMol25 structures with the same formula, charge and spin is 1.775 eV. As for the molar mass: 122.21 g mol⁻¹. Its LUMO energy is 1.03 eV.

CARTESIAN COORDINATES (ANGSTROEM)
C1 2.6924 0.0825 -2.5268
C2 2.7409 -0.1962 -0.9812
H1 1.6768 -0.3628 -2.8018
H2 2.5417 1.2739 -2.6189
H3 3.5687 -0.0159 -3.0464
H4 2.8283 0.7689 -0.5647
H5 1.8199 -0.7660 -0.7495
H6 3.6701 -0.7702 -0.9581
C3 -0.7479 2.3955 0.4033
C4 -0.5962 0.3558 1.7554
C5 -0.9246 0.8918 0.5348
C6 -0.6573 -1.0503 1.8737
C7 -1.1920 -1.8843 0.8225
C8 -1.3090 0.0985 -0.5628
C9 -1.4238 -1.2722 -0.3352
H7 -0.4144 0.9459 2.6504
H8 -0.3992 -1.5171 2.8422
H9 -0.3614 2.8608 1.3090
H10 -1.7489 2.8348 0.0971
H11 -1.3488 -2.9690 0.8963
H12 -1.5408 0.4857 -1.5335
H13 -1.7641 -1.8256 -1.1042
H14 -0.0231 2.5306 -0.3199

=====

Entry 2:
Molecular formula: C6H10
Method: DFT, the ωB97M-V functional and the def2-TZVPD basis

As for the energy: -234.5564 Ha. The largest force on an atom comes out at 0.3 eV/A. As for the charge: 0. The energy above the lowest of the compared OMol25 structures with the same formula, charge and spin is 1.256 eV. As for the molar mass: 82.15 g mol⁻¹. Its LUMO energy is 1.29 eV.

CARTESIAN COORDINATES (ANGSTROEM)
C1 -0.7466 -1.0345 0.7734
C2 -1.4658 0.3021 0.4528
C3 -0.4617 0.5598 -0.6872
C4 0.8913 1.1731 -0.2406
C5 1.5299 -0.2403 -0.2120
C6 0.1466 -0.8623 -0.4825
H1 -0.1870 -1.0443 1.7156
H2 -1.3962 -1.9153 0.7641
H3 -2.4873 0.1474 0.0897
H4 -1.5014 1.0545 1.2490
H5 -0.8582 0.9138 -1.6429
H6 1.3468 1.8637 -0.9576
H7 0.8478 1.6821 0.7289
H8 2.0249 -0.5465 0.7167
H9 2.2341 -0.3965 -1.0362
H10 0.0829 -1.6568 -1.2311

=====

Entry 3:
Molecular formula: C21H30N3O2
Method: DFT, the ωB97M-V functional and the def2-TZVPD basis

As for the energy: -1132.6281 Ha. The largest force on an atom comes out at 3.5 eV/A. As for the charge: +1. The energy above the lowest of the compared OMol25 structures with the same formula, charge and spin is 2.942 eV. As for the molar mass: 356.49 g mol⁻¹. Its LUMO energy is -4.94 eV.

CARTESIAN COORDINATES (ANGSTROEM)
C1 -3.8635 5.4213 -0.6627
O1 -3.9176 4.4550 -1.6821
C2 -2.6902 3.8425 -1.9711
C3 -2.6826 2.8480 -2.9593
C4 -1.5401 2.1585 -3.2726
C5 -0.3293 2.4167 -2.5814
C6 0.8275 1.6608 -2.8388
N1 1.8895 1.4934 -1.9688
C7 3.1068 0.8449 -2.4518
C8 1.7169 1.5543 -0.5138
C9 -0.3306 3.4703 -1.6353
C10 -1.4789 4.1572 -1.3382
H1 -4.8781 5.7605 -0.4623
H2 -3.4546 4.9902 0.2518
H3 -3.2657 6.2721 -0.9902
H4 -3.6108 2.6228 -3.4532
H5 -1.5578 1.3890 -4.0242
H6 0.8599 1.0920 -3.7511
H7 3.8362 0.7330 -1.6514
H8 2.8692 -0.1397 -2.8522
H9 3.5531 1.4502 -3.2398
H10 2.3813 0.8502 -0.0183
H11 1.9416 2.5527 -0.1433
H12 0.6908 1.2917 -0.2558
H13 0.5981 3.7707 -1.1830
H14 -1.4532 4.9465 -0.6084
C11 2.2458 -3.2433 4.6826
C12 2.4840 -3.6533 3.2502
N2 1.9238 -2.7062 2.2864
C13 2.7948 -1.6320 1.7779
C14 3.4660 -1.9916 0.4705
C15 0.5180 -2.6766 2.0998
C16 -0.0028 -2.1412 0.9087
N3 -1.3498 -2.1011 0.5791
C17 -2.3305 -2.4518 1.4712
C18 -3.6520 -2.4317 1.1352
C19 -4.0209 -2.0544 -0.1418
C20 -3.0454 -1.6867 -1.0514
C21 -1.7284 -1.7060 -0.6885
O2 -0.2094 -3.1716 2.9751
H15 2.6384 -3.9816 5.3837
H16 2.7305 -2.2932 4.9046
H17 1.1786 -3.1180 4.8747
H18 3.5531 -3.7684 3.0451
H19 2.0268 -4.6273 3.0440
H20 2.1970 -0.7189 1.6888
H21 3.5426 -1.4173 2.5484
H22 4.1168 -1.1922 0.1104
H23 4.0778 -2.8878 0.5812
H24 2.7340 -2.1999 -0.3106
H25 0.6785 -1.7792 0.1664
H26 -2.0247 -2.7265 2.4617
H27 -4.3976 -2.7092 1.8614
H28 -5.0627 -2.0424 -0.4215
H29 -3.3319 -1.3910 -2.0476
H30 -0.9681 -1.4042 -1.3884

=====

Entry 4:
Molecular formula: C4H5InO2
Method: DFT, the ωB97M-V functional and the def2-TZVPD basis

As for the energy: -494.3510 Ha. The largest force on an atom comes out at 9.2 eV/A. As for the charge: +3. Its expectation value of S² is 0.8194. The energy above the lowest of the compared OMol25 structures with the same formula, charge and spin is 6.252 eV. As for the molar mass: 199.90 g mol⁻¹. Its LUMO energy (alpha / beta) is -17.41 / -18.43 eV. The multiplicity is 2.

CARTESIAN COORDINATES (ANGSTROEM)
H1 0.3038 -0.7744 -1.4449
O1 -1.7794 1.5246 0.9740
C1 -0.7621 0.9193 0.3307
C2 -0.8306 -0.4301 0.0564
C3 0.4182 -0.7569 0.8220
C4 1.5360 -1.0201 0.0825
O2 1.4980 -0.9126 -1.2512
In1 2.8868 -0.2695 -2.3059
H2 -1.8583 2.4444 0.7025
H3 0.0075 1.5727 -0.0877
H4 -1.7205 -0.9753 0.3747
H5 0.3006 -1.3221 1.7468

=====

Entry 5:
Molecular formula: C2H5FSi
Method: DFT, the ωB97M-V functional and the def2-TZVPD basis

As for the energy: -468.5014 Ha. The largest force on an atom comes out at 4.9 eV/A. As for the charge: 0. The energy above the lowest of the compared OMol25 structures with the same formula, charge and spin is 1.878 eV. As for the molar mass: 76.15 g mol⁻¹. Its LUMO energy is -0.39 eV.

CARTESIAN COORDINATES (ANGSTROEM)
C1 0.9596 -0.5178 0.6525
C2 0.3816 0.6671 0.6488
F1 -2.0247 2.1185 0.5390
Si1 -1.4996 0.6268 0.9043
H1 1.8671 -0.8122 0.3762
H2 0.3270 -1.4276 0.7930
H3 1.0177 1.4659 0.2795
H4 -0.5266 -1.4437 -2.0306
H5 -0.5022 -0.6770 -2.1627